Run P
Below is 2 unconnected molecules or ions with the total composition C4H14N, with properties calculated with ωB97M-V with the def2-TZVPD basis set.

Last column: Mulliken charge in e.
Cartesian coordinates (Å):
H: 1.79 -0.31 1.13  0.359
C: -1.47 1.82 0.49  -0.995
H: -3.08 1.35 -0.74  0.266
N: 1.71 -1.22 0.67  -0.328
C: -2.11 0.90 -0.55  -0.141
H: -2.23 2.31 1.10  0.322
H: -2.27 -0.07 -0.09  0.259
H: 0.77 -1.56 0.89  0.364
H: -1.13 1.76 -2.33  0.328
H: 2.87 -2.07 2.24  0.340
H: -2.01 0.26 -2.57  0.326
C: -1.38 0.80 -1.87  -0.979
H: 2.70 -3.10 0.77  0.348
C: 2.83 -2.09 1.15  -0.790
H: -0.80 1.32 1.21  0.181
H: -0.83 2.63 0.11  0.307
H: 1.73 -1.17 -0.35  0.348
H: 3.76 -1.69 0.75  0.352
H: -0.45 0.22 -1.82  0.135

Its HOMO energy is -14.4 eV. Its total charge is +1.


Run Q
Below is 2 unconnected molecules or ions with the total composition C4H14N, with properties calculated with ωB97M-V with the def2-TZVPD basis set.

Last column: Mulliken charge in e.
Cartesian coordinates (Å):
H: -1.10 -1.00 0.53  0.323
H: 1.20 0.76 2.59  0.308
C: 0.97 -0.91 1.06  -0.514
H: -0.44 -2.18 1.78  0.414
H: -0.40 0.39 2.21  0.392
H: -0.26 -2.43 0.00  0.380
H: 1.29 -0.59 0.06  0.498
C: -0.49 0.92 -1.02  -0.545
H: -1.05 0.77 -3.30  0.380
N: -0.32 -1.69 0.79  -0.394
H: 1.75 -1.46 1.76  0.317
C: -0.55 1.35 -2.52  -1.477
H: 0.37 1.69 -2.82  0.377
H: 0.76 1.15 0.96  0.118
C: 0.54 0.31 1.78  -0.763
H: -0.11 1.78 -0.53  0.317
H: 0.08 0.02 -1.12  0.184
H: -1.52 0.76 -0.61  0.306
H: -1.24 2.14 -2.82  0.380

Its HOMO energy is -14.8 eV. Its total charge is +1.


Which structure loses on stability? run Q does.


Run P
Below is a gas-phase ion, C5H14N3 (charge +1), with properties calculated with ωB97M-V with the def2-TZVPD basis set.

Last column: Mulliken charge in e.
Cartesian coordinates (Å):
H: -0.52 0.89 -1.28  0.382
H: -1.03 1.49 1.56  0.287
H: -0.57 -0.99 1.09  0.172
N: -1.30 1.34 0.58  -0.356
C: -2.04 0.15 0.51  0.540
C: -0.15 1.38 -0.37  -0.862
C: 1.71 -0.32 -0.90  -0.390
H: 3.61 -1.07 -0.17  0.324
N: -1.55 -1.03 0.85  -0.262
H: 2.35 0.22 -1.61  0.322
H: 2.57 -2.33 -0.75  0.332
H: -0.07 2.42 -0.66  0.397
H: 0.97 0.19 1.05  0.360
H: -1.88 -1.94 0.56  0.265
H: 0.83 -0.73 -1.39  0.352
C: 2.56 -1.38 -0.21  -1.198
H: -3.86 -0.44 -0.22  0.248
N: -3.29 0.30 0.15  -0.334
H: -3.55 1.26 -0.05  0.281
H: 1.86 1.48 0.34  0.393
H: 2.19 -1.58 0.80  0.340
C: 1.14 0.71 0.10  -0.592

Its HOMO energy is -14.4 eV. Its total charge is +1. As for the SMILES: CCCCNC(N)=[NH2+].


Run Q
Below is 2 unconnected molecules or ions with the total composition C5H14N3, with properties calculated with ωB97M-V with the def2-TZVPD basis set.

Last column: Mulliken charge in e.
Cartesian coordinates (Å):
H: 0.95 -1.10 -1.38  0.250
C: 1.10 1.04 -1.21  -0.340
H: -0.40 1.77 2.15  0.263
H: -2.25 1.40 2.24  0.246
C: -2.07 -0.81 0.90  0.166
C: -1.25 1.12 1.94  -0.153
N: -1.01 0.03 1.33  0.019
N: 1.36 1.28 -2.60  -0.588
H: 2.15 -0.16 1.12  0.299
H: 0.14 -0.26 1.00  0.274
C: -1.88 -1.92 0.20  -0.781
H: -2.74 -2.50 -0.07  0.274
H: -0.92 -2.26 -0.16  0.199
C: 1.56 -0.37 -0.86  -0.634
H: 0.95 2.15 -2.92  0.236
H: 0.03 1.11 -1.04  0.300
H: -3.06 -0.52 1.22  0.263
N: 1.40 -0.64 0.61  -0.523
H: 2.34 1.28 -2.83  0.213
H: 1.59 -1.63 0.76  0.288
H: 2.60 -0.52 -1.15  0.473
H: 1.59 1.74 -0.50  0.258

Its HOMO energy is -12.7 eV. Its total charge is +1.


Run R
Below is a gas-phase ion, C5H14N3 (charge +1), with properties calculated with ωB97M-V with the def2-TZVPD basis set.

Last column: Mulliken charge in e.
Cartesian coordinates (Å):
C: 1.72 0.09 -0.66  -0.953
H: -0.17 -0.43 -1.64  0.413
C: 0.26 0.30 -0.95  -0.625
N: -2.58 0.61 -0.97  -0.381
H: -2.29 0.06 2.06  0.286
C: 2.03 -1.09 0.33  -0.272
H: 1.67 -0.78 1.30  0.278
H: 3.55 -2.48 0.75  0.344
H: 2.18 0.94 -0.17  0.328
N: -0.60 0.48 0.21  -0.056
H: -3.60 0.84 1.25  0.254
H: 4.04 -0.85 1.09  0.317
H: 1.58 -2.00 -0.08  0.298
C: -1.91 0.51 0.21  0.636
H: 2.24 -0.16 -1.58  0.426
N: -2.60 0.74 1.36  -0.449
H: 0.21 1.24 -1.54  0.354
H: 4.04 -1.30 -0.59  0.367
H: -0.14 0.69 1.07  0.247
H: -2.34 0.10 -1.79  0.219
C: 3.53 -1.47 0.35  -1.247
H: -3.32 1.28 -0.96  0.216

Its HOMO energy is -14.5 eV. Its total charge is +1. As for the SMILES: CCCCNC(N)=[NH2+].


Run S
Below is 2 unconnected molecules or ions with the total composition C5H14N3, with properties calculated with ωB97M-V with the def2-TZVPD basis set.

Last column: Mulliken charge in e.
Cartesian coordinates (Å):
C: 2.15 -1.06 -0.72  -0.959
C: 1.94 -0.07 1.46  -0.027
H: -2.19 1.33 1.07  0.267
H: 1.18 -1.25 -1.08  0.354
C: 1.71 1.33 -0.40  -0.863
H: 2.90 -0.78 -1.41  0.351
H: 1.98 -0.94 2.02  0.284
H: 2.56 -1.89 -0.26  0.408
C: -2.23 1.14 0.00  -0.844
N: -0.98 -0.79 0.23  -0.430
H: 1.88 0.81 2.11  0.211
H: -3.19 -2.10 -0.21  0.216
H: 0.74 1.28 -0.81  0.339
H: -2.95 1.63 -0.68  0.381
C: -2.09 -0.35 -0.03  0.440
H: -0.92 -1.82 0.24  0.151
H: 1.53 1.95 0.44  0.304
N: -3.23 -1.06 -0.22  -0.430
N: 1.99 0.06 0.20  0.206
H: -4.07 -0.59 -0.66  0.243
H: 2.51 1.64 -1.06  0.336
H: -1.23 1.51 -0.23  0.064

Its HOMO energy is -12.7 eV. Its total charge is +1.


Which structure loses on stability? run S does.


Run P
Below is a gas-phase ion, C5H14N3 (charge +1), with properties calculated with ωB97M-V with the def2-TZVPD basis set.

Last column: Mulliken charge in e.
Cartesian coordinates (Å):
C: -0.14 -0.75 -0.67  0.311
C: 1.59 1.56 0.98  -1.269
H: -1.61 0.65 0.09  0.449
N: 1.12 -1.10 -0.45  -0.419
C: 0.35 1.65 0.10  0.076
H: 1.69 -1.03 -1.31  0.327
H: 0.22 -3.31 -1.15  0.234
N: -0.77 -3.09 -1.08  -0.490
N: -0.37 2.86 0.34  -0.575
H: -0.52 0.08 1.34  0.445
H: 0.65 1.68 -0.95  0.376
H: -1.28 -3.93 -0.86  0.264
H: -0.76 -2.18 0.87  0.377
H: -1.11 3.07 -0.30  0.261
H: -0.67 3.01 1.30  0.253
H: 1.28 1.60 2.03  0.370
C: -0.57 0.43 0.31  -0.911
H: -0.39 -0.48 -1.70  0.456
H: -2.06 -1.70 -0.28  0.380
H: 2.11 0.61 0.82  0.369
C: -1.03 -2.01 -0.17  -0.629
H: 2.26 2.37 0.75  0.346

Its HOMO energy is -13.4 eV. Its total charge is +1.


Run Q
Below is a gas-phase ion, C5H14N3 (charge +1), with properties calculated with ωB97M-V with the def2-TZVPD basis set.

Last column: Mulliken charge in e.
Cartesian coordinates (Å):
C: 1.96 0.24 0.35  -0.511
C: -0.44 0.24 0.08  0.764
H: 2.21 0.20 1.36  0.296
N: 0.84 1.11 -0.08  -0.140
H: -0.57 0.24 -2.05  0.526
H: -1.62 1.97 1.10  0.330
H: -0.72 -2.84 0.53  0.252
H: -1.20 -2.06 -0.92  0.226
H: 2.93 0.68 -0.19  0.372
N: -1.01 -1.97 0.11  -0.727
C: 1.48 -1.16 0.02  -0.526
H: -1.91 0.24 1.65  0.356
H: -1.82 1.50 -1.32  0.335
H: -2.05 -0.20 -1.24  0.501
C: -1.28 0.47 -1.26  -1.676
N: 0.03 -1.10 0.42  0.154
H: 1.84 -2.04 0.50  0.435
H: 0.81 1.99 0.43  0.386
H: 1.49 -1.29 -1.02  0.326
H: 0.82 1.55 -0.97  0.409
H: -0.25 0.99 1.92  0.542
C: -1.10 0.97 1.27  -1.630

Its HOMO energy is -12.8 eV. Its total charge is +1. As for the SMILES: CC1(C)[NH2+]CCN1N.


Run R
Below is 2 unconnected molecules or ions with the total composition C5H14N3, with properties calculated with ωB97M-V with the def2-TZVPD basis set.

Last column: Mulliken charge in e.
Cartesian coordinates (Å):
N: 1.51 0.03 0.05  -0.016
H: 1.03 1.99 0.51  0.451
C: 1.18 -1.21 -0.04  0.244
H: 3.42 -0.28 -0.70  0.288
N: 0.08 -1.82 0.22  -0.225
H: 3.31 0.94 0.58  0.338
H: -2.93 0.37 -1.23  0.284
H: 2.80 -2.45 -0.90  0.171
H: -3.05 -1.25 -0.54  0.314
C: 0.56 1.01 0.61  -0.814
H: -1.23 2.03 -0.05  0.479
H: -0.81 -1.19 0.43  0.430
H: 0.00 -2.82 0.15  0.236
N: -1.71 0.02 0.46  -0.349
H: -1.92 0.25 1.42  0.257
C: -0.80 1.02 -0.11  -0.777
H: 2.73 1.32 -1.05  0.339
H: -3.82 0.12 0.27  0.336
H: 0.42 0.81 1.68  0.339
C: -2.95 -0.19 -0.30  -0.858
H: -0.65 0.78 -1.16  0.449
C: 2.82 0.53 -0.30  -0.915

Its HOMO energy (alpha / beta) is -13.6 / -13.8 eV. Its total charge is +1.


Which structure loses on stability? run P does.